69
Properties=species:S:1:pos:R:3:nbo_charge:R:1 method="wB97M-V/def2-TZVPD" lumo_ev=-15.81 e_tot_ha=-2287.173242 spin_multiplicity=1 orbital_gap_ev=5.121 total_charge=+4 mol_weight_g_mol=553.19 e_homo_ha=-0.7692
P -0.995 0.155 2.423 1.06
C -0.495 -1.248 3.484 -0.96
H -1.054 -1.174 4.446 0.31
H 0.575 -1.235 3.754 0.27
H -0.728 -2.240 3.068 0.25
C -0.425 1.447 3.572 -0.97
H -0.868 2.439 3.390 0.29
H 0.679 1.568 3.575 0.27
H -0.715 1.159 4.608 0.31
C -2.776 0.004 2.714 -0.98
H -2.969 0.128 3.802 0.32
H -3.160 -0.999 2.435 0.27
H -3.403 0.744 2.185 0.28
P -2.108 -0.744 -2.210 1.07
C -2.335 -2.523 -2.468 -0.99
H -2.920 -2.666 -3.406 0.33
H -2.916 -3.004 -1.664 0.28
H -1.399 -3.091 -2.594 0.26
C -3.873 -0.339 -2.109 -0.97
H -4.112 0.723 -2.281 0.29
H -4.326 -0.635 -1.140 0.28
H -4.410 -0.913 -2.898 0.31
C -1.613 -0.340 -3.910 -0.98
H -2.441 -0.635 -4.592 0.32
H -0.719 -0.911 -4.232 0.27
H -1.397 0.727 -4.106 0.28
P 2.308 0.870 -1.059 1.05
C 3.557 -0.427 -1.347 -0.97
H 4.559 0.058 -1.430 0.32
H 3.400 -0.968 -2.295 0.27
H 3.644 -1.176 -0.545 0.25
C 2.641 1.789 -2.586 -0.97
H 3.741 1.825 -2.755 0.31
H 2.293 2.835 -2.571 0.29
H 2.199 1.300 -3.479 0.28
C 3.248 1.747 0.239 -0.97
H 4.214 2.086 -0.193 0.31
H 3.502 1.091 1.095 0.27
H 2.750 2.638 0.663 0.28
Sn -0.244 0.106 -0.263 1.27
C -1.326 -1.859 0.370 0.50
O -1.813 -2.830 0.712 -0.40
C 0.665 -1.435 -1.751 0.50
O 1.102 -2.211 -2.461 -0.40
C -0.638 3.186 -1.852 -0.25
C 0.024 3.626 -0.716 -0.19
C -0.573 3.470 0.554 -0.25
C -1.913 3.127 0.632 -0.21
C -2.595 2.674 -0.519 -0.19
C -2.002 2.834 -1.761 -0.22
H -0.203 3.299 -2.828 0.25
H 0.937 4.162 -0.786 0.25
H -0.035 3.818 1.417 0.25
H -2.469 3.279 1.523 0.25
H -3.634 2.410 -0.427 0.24
H -2.574 2.784 -2.654 0.25
C 1.743 -3.370 1.893 -0.40
C 2.621 -2.292 2.478 -0.46
C 2.152 -1.023 1.836 -0.08
O 1.188 -1.430 0.860 -0.65
C 1.423 -2.809 0.515 -0.10
H 2.207 -4.346 1.832 0.28
H 0.818 -3.461 2.455 0.21
H 3.638 -2.488 2.132 0.25
H 2.628 -2.278 3.556 0.27
H 1.806 -0.182 2.462 0.21
H 3.031 -0.675 1.259 0.20
H 2.293 -2.830 -0.130 0.20
H 0.591 -3.322 0.077 0.22